(1)
The following is a DFT calculation (ωB97M-V/def2-TZVPD) of a molecular structure, C33H46BiClN5S at a distorted geometry.

Positions of all 87 atoms, in Å:
Bi 0.503200 -0.204222 0.255080
C -1.911020 2.178135 -2.990403
C -1.038886 0.958393 -3.069232
C 0.347719 1.106964 -3.052177
C 0.956934 2.466141 -2.859583
C 1.176368 -0.009937 -3.178209
C 2.668554 0.189675 -3.154302
C 0.615097 -1.282275 -3.286281
C 1.501409 -2.497869 -3.374809
C -0.774841 -1.431801 -3.296964
C -1.363629 -2.808495 -3.481907
C -1.601099 -0.317553 -3.143857
C -3.096951 -0.459926 -3.021755
H -1.976553 2.508323 -1.953521
H -2.913314 1.985075 -3.358097
H -1.488250 2.990426 -3.577560
H 1.183395 2.939157 -3.819272
H 1.870391 2.387686 -2.278005
H 0.282733 3.103054 -2.298311
H 3.001449 0.261341 -2.116835
H 2.940469 1.111597 -3.662292
H 3.208382 -0.618140 -3.639564
H 2.410633 -2.345272 -2.801772
H 1.775052 -2.708523 -4.412115
H 1.008062 -3.377268 -2.972291
H -1.369392 -3.352515 -2.534511
H -0.776916 -3.377826 -4.201909
H -2.383065 -2.762465 -3.857984
H -3.607774 -0.187533 -3.948907
H -3.458412 0.184439 -2.224055
H -3.385724 -1.473667 -2.767286
C 0.078468 4.044926 4.764322
C 1.102263 3.956327 3.634561
N 0.461123 3.863375 2.346675
C -0.187563 2.767510 1.872328
S -0.625291 2.842603 0.242334
N -0.583193 1.849311 2.728354
N -1.084780 0.734745 2.230277
C -1.946951 0.029577 2.887472
C -2.450161 0.423638 4.258188
C -2.506839 -1.136405 2.240137
C -3.269683 -2.087747 2.944397
C -3.750514 -3.198059 2.280771
C -3.483950 -3.346031 0.924206
C -2.769548 -2.333190 0.302137
N -2.304544 -1.271874 0.923162
H 0.578073 4.156587 5.724464
H -0.589187 4.888379 4.604765
H -0.510649 3.134266 4.763725
H 1.729390 4.851962 3.631633
H 1.745744 3.082842 3.799065
H 0.714282 4.518373 1.623144
H -2.062879 1.411470 4.493994
H -3.539686 0.455337 4.280073
H -2.100949 -0.276647 5.018192
H -3.475198 -1.959175 3.996862
H -4.331623 -3.945017 2.810156
H -3.829196 -4.207750 0.372121
H -2.566204 -2.369453 -0.759630
C 4.194026 -0.727249 0.642879
C 3.405396 0.316865 1.463877
C 4.259701 1.603652 1.538947
C 3.223545 -0.221973 2.896029
N 2.169435 0.590232 0.837787
H 5.133508 -0.982309 1.129944
H 4.417881 -0.328204 -0.345455
H 3.592463 -1.624945 0.530291
H 5.223649 1.384073 1.997585
H 3.748110 2.366724 2.119611
H 4.424370 1.991490 0.537189
H 4.182135 -0.266394 3.410814
H 2.793450 -1.217406 2.867034
H 2.555431 0.433362 3.447311
Cl 5.235630 -5.497308 3.076804
C 3.893889 -4.615750 2.400040
C 2.933821 -4.078460 3.244104
C 1.848699 -3.426820 2.698915
C 1.676693 -3.292234 1.307242
C 0.525774 -2.635605 0.764081
C 2.693514 -3.827764 0.491264
C 3.785211 -4.480158 1.023901
H 3.042550 -4.176946 4.316465
H 1.088821 -3.018914 3.352413
H -0.328345 -2.660960 1.424530
H 0.270945 -2.949935 -0.240440
H 2.595686 -3.741710 -0.583408
H 4.553593 -4.890290 0.383468

Atoms 1-2, force components in eV/Å:
Bi -0.67 -0.32 -0.54
C 0.03 -0.03 0.03

Values from the calculation:
**Molecular weight**: 789.266 g/mol
**Total charge**: -1
**Energy**: -71615.79598 eV
**Energy relative to the best compared isomer or geometry (same formula, charge and spin)**: 0.00 kJ/mol
**F_max**: 1.79 eV Å⁻¹
**Multiplicity**: 1
**Gap between HOMO and LUMO**: 6.37 eV

---

(2)
The following is a DFT calculation (ωB97M-V/def2-TZVPD) of a molecular structure, C33H46BrN4OSi3Y at a distorted geometry.

Positions of all 89 atoms, in Å:
Y -0.157905 -0.308965 0.264992
C -3.253355 1.211977 3.560106
Si -1.653323 1.638950 2.677653
C -0.284533 0.710236 3.535286
C -1.287152 3.455224 2.938466
N -1.687798 1.178868 0.999179
C -2.711250 1.634981 0.179602
C -3.715735 2.537838 0.582534
C -4.754730 2.923644 -0.247559
C -4.849761 2.424653 -1.537875
C -3.871708 1.548241 -1.984117
C -2.832443 1.196920 -1.146999
O -1.822056 0.310558 -1.601278
C -1.566014 0.362792 -2.971018
C -1.704801 -0.793983 -3.706911
C -1.373436 -0.773798 -5.058747
C -0.941927 0.401437 -5.655938
C -0.850424 1.567558 -4.900345
C -1.160392 1.552567 -3.551005
H -3.024757 0.873679 4.574114
H -3.784535 0.404981 3.049178
H -3.937076 2.059272 3.640448
H -0.238722 1.086668 4.562232
H 0.702497 0.863190 3.091721
H -0.460408 -0.366586 3.588003
H -1.329454 3.675881 4.009129
H -1.979789 4.126854 2.429319
H -0.277970 3.692872 2.591147
H -3.683697 2.932825 1.587232
H -5.498283 3.617367 0.123778
H -5.663823 2.707455 -2.190615
H -3.916904 1.147004 -2.988307
H -2.054620 -1.694998 -3.220751
H -1.463902 -1.680139 -5.643430
H -0.691737 0.415834 -6.708372
H -0.529884 2.491906 -5.364152
H -1.096417 2.449122 -2.946104
C -2.270549 -3.016203 3.351126
Si -1.416055 -3.147211 1.696629
C -2.646429 -2.634397 0.353355
C -0.977710 -4.935516 1.371664
N -0.091517 -2.070660 1.522557
C 1.131617 -2.173588 2.224407
C 1.368517 -3.120793 3.217409
C 2.584931 -3.213648 3.889829
C 3.602886 -2.336571 3.571027
C 3.380004 -1.360933 2.602997
C 2.163093 -1.234858 1.937677
N 1.901299 -0.206334 1.007902
Si 2.887220 1.161788 0.723965
C 4.296633 0.799378 -0.464083
C 3.603294 2.003194 2.232050
C 1.707723 2.447724 -0.027690
H -2.930748 -3.870748 3.523975
H -2.877372 -2.107185 3.387798
H -1.555518 -2.969101 4.175155
H -3.669715 -2.664351 0.734045
H -2.592932 -3.290898 -0.519147
H -2.496583 -1.612464 -0.012130
H -1.887467 -5.525364 1.226522
H -0.414359 -5.386030 2.190097
H -0.366602 -5.027738 0.469207
H 0.578862 -3.817496 3.473059
H 2.724014 -3.969939 4.651761
H 4.561501 -2.395428 4.070491
H 4.177929 -0.667001 2.361989
H 5.194588 0.511940 0.088799
H 4.557608 1.666609 -1.079051
H 4.037672 -0.030270 -1.125476
H 4.569252 1.596994 2.534684
H 2.923802 1.913054 3.084002
H 3.736765 3.067963 2.020261
H 0.827750 2.033851 -0.536580
H 2.214337 3.098840 -0.745406
H 1.310914 3.080527 0.769713
C 3.569080 1.511309 -4.463807
C 2.806272 0.383341 -3.830164
C 2.951126 -0.937556 -4.232418
C 2.237865 -1.938927 -3.600060
C 1.399591 -1.556900 -2.569722
Br 0.355568 -2.845132 -1.668377
N 1.248943 -0.319589 -2.140137
C 1.940611 0.629948 -2.778193
H 3.765129 1.311505 -5.516810
H 4.529771 1.654945 -3.965322
H 3.016543 2.447878 -4.391724
H 3.620675 -1.185922 -5.047729
H 2.318911 -2.975738 -3.889553
H 1.799486 1.640813 -2.421167

Atoms 1-2, force components in eV/Å:
Y -0.18 0.17 -1.28
C -0.12 -0.03 0.07

Values from the calculation:
**Molecular weight**: 767.826 g/mol
**Total charge**: 0
**Energy**: -137702.30737 eV
**Energy relative to the best compared isomer or geometry (same formula, charge and spin)**: 0.00 kJ/mol
**F_max**: 1.30 eV Å⁻¹
**Multiplicity**: 1
**Gap between HOMO and LUMO**: 6.37 eV

---

In the order shown, the computed E_HOMO values come out to -3.77; -6.46 eV.
In the order shown, the computed lowest unoccupied orbital energy values come out to 2.603; -0.092 eV.